{"formula": "C74H177F3N28O32S", "method": "ωB97M-V/def2-TZVPD", "symbols": ["H", "H", "H", "H", "H", "H", "H", "H", "H", "H", "H", "H", "H", "H", "H", "H", "H", "O", "C", "C", "H", "H", "H", "N", "O", "H", "O", "O", "C", "F", "H", "H", "H", "N", "H", "H", "H", "H", "H", "N", "C", "C", "C", "N", "C", "C", "H", "H", "H", "H", "H", "H", "C", "H", "C", "C", "H", "N", "H", "N", "H", "C", "H", "O", "C", "H", "C", "H", "H", "C", "H", "H", "N", "N", "C", "N", "H", "C", "H", "H", "N", "H", "H", "H", "H", "H", "H", "H", "C", "H", "H", "H", "C", "H", "H", "H", "O", "O", "H", "H", "N", "C", "H", "H", "H", "N", "C", "C", "H", "N", "H", "C", "H", "C", "H", "H", "O", "H", "C", "C", "H", "H", "O", "N", "N", "H", "H", "H", "H", "C", "O", "H", "H", "C", "H", "H", "H", "O", "H", "H", "C", "H", "O", "F", "H", "O", "H", "H", "H", "C", "O", "C", "H", "H", "H", "N", "H", "C", "N", "H", "O", "C", "H", "C", "H", "C", "C", "C", "N", "H", "C", "C", "N", "H", "C", "H", "H", "O", "C", "O", "H", "H", "H", "H", "H", "O", "H", "O", "H", "H", "C", "H", "H", "H", "N", "O", "C", "H", "S", "H", "H", "H", "H", "H", "H", "H", "C", "H", "H", "N", "C", "O", "H", "H", "H", "H", "H", "O", "H", "H", "N", "H", "O", "H", "H", "H", "H", "H", "C", "C", "H", "H", "C", "H", "H", "C", "H", "H", "N", "C", "N", "N", "H", "H", "H", "H", "H", "H", "H", "H", "C", "O", "O", "C", "N", "O", "C", "C", "C", "H", "O", "N", "C", "C", "C", "O", "H", "C", "H", "H", "C", "C", "H", "H", "H", "C", "H", "H", "H", "H", "H", "C", "O", "H", "C", "C", "C", "O", "H", "C", "H", "H", "C", "C", "N", "H", "H", "H", "C", "C", "O", "C", "H", "H", "H", "H", "H", "H", "H", "O", "F", "H", "C", "C", "H"], "xyz": [[-0.11807, -6.64053, -1.12282], [-5.57245, -4.67348, -2.52845], [0.86357, 1.44463, 3.42533], [-3.58675, -5.87776, -6.21715], [-2.11980, 3.90250, 1.70481], [-7.35705, -0.84478, 0.26354], [2.70819, 4.31938, 7.70158], [-4.78607, -5.33915, 1.23051], [-5.73676, 0.17738, -1.41653], [-1.97012, 2.32553, 7.25326], [-0.89689, 6.69796, 2.58953], [5.00002, 3.06168, 3.27459], [2.04559, -4.19510, -3.38453], [4.33004, 1.99597, -1.82357], [-6.39741, -2.06458, -2.62282], [-0.38934, 4.10113, 2.12345], [6.37638, -1.87334, 7.52048], [3.39106, -3.39503, 8.45409], [-0.24579, 0.00849, 2.29385], [-1.63123, -1.51405, -1.00096], [-6.16760, -5.05181, -4.55714], [4.66042, 4.81182, 3.52022], [-4.98812, -3.57572, -1.18653], [6.24400, -1.42992, 5.53423], [-3.88302, -3.50220, -3.92574], [4.80189, 0.00822, -0.75186], [8.14916, 3.40441, 3.40691], [-3.09996, -1.92020, 3.88133], [-6.92773, -5.19791, 1.45559], [3.78650, 7.37330, -6.09409], [3.08014, -2.42777, 2.05857], [-2.99541, -2.26206, -5.91171], [0.46604, 7.49563, 0.71334], [-0.26307, -0.45831, 0.83863], [6.82922, -0.88636, 1.32319], [8.17106, 3.68091, 5.43904], [-6.98440, -3.14054, -3.91390], [-1.18652, -0.71883, -3.33245], [2.20835, -5.99233, 3.52467], [-4.53104, -1.10376, -6.88119], [-9.40960, -2.52155, -3.43611], [0.94286, 0.88933, 2.47404], [-4.88910, -0.29430, -0.90046], [2.27070, 3.10420, 6.07369], [7.82973, 4.31479, 0.37708], [-4.68276, -0.09524, 1.50322], [6.78133, 0.37049, -0.00240], [-5.15745, -0.42132, 2.44575], [2.23915, 3.13658, 2.29552], [-4.11291, 0.37134, -5.44225], [4.93035, -3.31863, -0.98998], [-3.00876, -4.50763, 3.26646], [-5.53038, -4.68602, 1.72056], [7.04685, 0.98383, -3.89636], [-0.00379, -7.72489, -2.94608], [1.13304, 4.85986, -2.51569], [-0.83622, -2.06076, -1.53543], [0.61146, 4.34228, -3.60902], [-2.21949, -1.51171, 8.04412], [-7.12443, -6.47611, 1.78658], [4.64696, -5.09036, 2.81705], [-3.62508, 4.48729, -6.05566], [-1.42784, 2.06025, -7.63427], [4.39873, 5.87873, -3.02846], [7.85154, 6.05140, -1.33028], [-9.71389, -0.08713, -2.89380], [-0.43788, 1.92408, -7.19911], [2.16787, 3.88984, 4.05958], [2.76588, -1.71811, 5.83961], [-0.81954, -5.99883, -6.55546], [-0.60614, -4.01864, -8.00478], [2.45239, 2.59798, 8.03638], [-5.48321, 3.39529, -4.96218], [4.28513, -0.17952, 0.11092], [-0.71215, 3.79310, -3.72038], [3.77021, -1.23267, 8.22407], [-6.33704, -6.96060, 2.19363], [6.39825, -2.33593, 6.53000], [-6.46058, -2.29586, -0.03872], [3.28489, -0.23675, -0.01588], [-1.32530, -1.04866, 8.08568], [-3.26906, 0.15551, 3.93054], [-3.20706, 5.39279, -5.62419], [-3.45131, 2.79395, 6.46483], [-5.86422, 2.76737, -4.25560], [1.49589, -6.56573, -1.84707], [4.80955, -3.36088, 2.56981], [6.89392, 0.84116, 1.75701], [-1.38899, 3.93616, 2.52298], [1.98029, 3.28492, 0.56766], [-1.13164, -6.04965, -7.60800], [6.57399, 3.84936, 6.56253], [-1.44662, -1.33009, 0.47588], [-0.29182, -0.89674, 2.90900], [7.18939, -1.24083, 3.63540], [-0.52267, -2.64941, -6.96471], [-1.28102, 0.57281, 5.47684], [5.56146, 0.16667, -2.77224], [-0.23928, 0.34866, 0.22520], [5.49957, 6.42988, -0.76579], [6.33096, 3.94078, 4.56890], [6.55135, 3.52140, -3.94440], [-5.48969, -4.07604, -5.87249], [-1.76576, 3.04228, -0.85330], [2.42654, 4.67083, -4.67000], [-3.30788, 0.93732, 4.55647], [-0.76485, -4.56918, -6.11788], [2.69128, 1.90121, 5.68903], [1.37704, -1.74236, 6.92244], [2.91716, -4.01044, 3.27572], [-4.07946, -7.57466, -6.24435], [1.93280, 4.16010, 5.08515], [-0.25583, -5.88317, 1.96856], [-2.45948, -2.75432, 4.43386], [-3.03561, -2.39560, -7.70504], [2.45505, 7.72041, 3.69528], [-7.31088, -6.22606, -7.87882], [1.19294, 6.14337, 0.07998], [6.14015, 0.00237, 5.72106], [-1.88636, 4.59980, 4.80081], [5.86014, 3.92493, -4.69409], [-2.27984, -4.95957, 4.81720], [8.99585, 5.78878, -1.63770], [-2.47398, -4.64582, -2.59913], [5.79697, 2.44173, -3.24399], [3.77146, -0.66216, 7.39494], [-2.87749, 3.97359, -6.64657], [4.91422, 3.66328, 6.02738], [7.24020, 6.80915, -1.85473], [0.00660, 0.58599, -7.73953], [-0.78438, -4.27902, -4.92550], [-4.06127, 1.60080, 4.46729], [-1.43925, 5.16381, -1.10181], [2.18234, -4.99987, 3.98617], [-4.47768, -5.24422, -1.23865], [-5.21837, -2.68237, -7.88645], [8.73173, 4.07586, -0.17306], [-10.55988, -2.27715, -3.34014], [-8.19542, 0.29425, -3.73690], [6.68687, -2.90057, 4.05151], [-2.89022, -4.20638, 4.30881], [-1.93174, 6.95829, 4.05331], [0.97574, 1.76099, 1.36791], [5.71024, 8.03578, -5.64872], [3.80271, -3.98255, -3.60843], [-3.37547, 2.74090, -4.46773], [0.86760, 0.24079, 9.01240], [-0.56324, 1.94694, -6.12046], [-1.14344, 0.59909, 2.42286], [-8.64540, -0.28353, -2.91940], [-1.16592, -7.87676, -3.21836], [-2.38419, 1.11466, 5.51044], [-6.67366, -1.77104, 1.64350], [2.49778, 5.06290, 5.35173], [-8.97719, -3.50508, -3.72768], [0.31946, 0.61014, -9.02861], [-0.70920, 2.69567, -3.61231], [1.93723, 6.69077, 1.94675], [-0.62281, -5.06791, 1.51265], [3.68501, -4.37062, -0.25722], [5.28548, 8.26232, -2.97578], [-2.32312, -6.67227, 0.90770], [-4.43917, 4.72344, -6.75687], [-5.56991, -1.73377, -7.42543], [0.95004, 4.61164, -5.68671], [5.43997, 4.05963, 3.41366], [-1.24973, 0.10885, 8.82915], [-4.13233, 3.47384, -5.05465], [-5.32516, -0.60813, 0.44683], [3.13981, -5.21353, -2.46549], [1.96871, -2.27675, -1.74294], [-7.00871, -2.11766, -3.52327], [-2.36082, 5.53723, -0.89472], [-8.12773, 0.04905, -2.01317], [1.79887, 7.89098, 2.85021], [-1.73633, 3.52202, 4.91738], [-1.15087, 4.01869, -4.68501], [-2.47405, -4.31931, 0.47409], [-3.62464, -4.08397, -2.84194], [-7.77985, -4.45156, 1.02519], [-1.65032, -4.64760, -3.19311], [-3.86661, -4.27793, 4.78280], [-4.67044, 0.97523, -7.02122], [1.13862, -4.70691, 4.09686], [-2.25637, 0.72633, -3.31037], [-1.79226, -0.22384, -1.53349], [-4.06089, 0.41352, -0.83503], [2.90652, 7.70544, -3.55250], [3.02117, 1.97406, 1.19604], [-0.78519, -3.25630, 5.51221], [2.28396, -2.28711, 6.63071], [1.04769, 3.64717, 7.74197], [2.94497, 1.88588, 4.60277], [-5.84738, 0.24973, -5.91468], [-0.56746, -3.66563, -7.05931], [-2.19610, 5.31656, 5.73737], [4.78203, 7.13758, -5.32873], [-3.35000, 1.28964, 7.37797], [4.29296, 7.31195, -3.48822], [0.76886, 8.00607, 3.18406], [-1.54049, -7.39677, 1.13751], [-2.65777, 6.46162, 2.53229], [-5.28491, -3.69658, 1.35049], [5.48102, -1.63512, 3.65298], [-0.20718, -4.17801, 1.75381], [2.16317, 5.21726, -2.63989], [6.49568, 0.11893, 1.03665], [-7.13951, -4.69154, -6.03236], [-0.79210, -1.01905, 7.23454], [2.92038, -3.26245, -1.74644], [-6.14674, -4.92439, -5.64600], [2.77576, 5.81087, 2.11084], [-4.23737, -6.58724, -4.76121], [-3.12687, -6.75144, 1.63087], [-1.39451, -6.70830, -5.97790], [-1.31343, -2.26442, 1.01749], [7.04631, 0.40827, 5.22273], [1.79173, -1.44607, -0.87587], [5.29098, 0.43556, 5.19564], [-2.71724, -6.83052, -0.09610], [7.16888, 5.39906, -0.33685], [0.84421, -9.33163, -3.87446], [4.50660, 0.27913, 2.32815], [6.81096, 4.32582, -3.27025], [2.57392, -5.08523, 5.01654], [-6.06546, 4.07556, -5.43499], [0.17194, 2.77920, -7.52141], [-0.02092, 1.72861, 9.19985], [-3.29504, 4.63189, -0.50728], [-1.84403, -5.22366, 0.95475], [1.34581, -2.36011, -2.64499], [5.79881, 6.31095, 0.98665], [-2.84862, 3.21840, -0.87936], [0.16337, 1.50680, -9.47163], [8.15869, 4.73926, 1.32423], [0.43007, -6.57156, -2.06550], [0.84525, -0.12579, -9.49485], [0.57252, -0.99514, 0.64055], [-1.36487, -2.50452, 5.16910], [-2.07558, -0.25775, -2.88043], [-5.64859, -6.14836, -6.27072], [1.03573, 6.68588, 0.92566], [-6.55465, -1.49432, -4.29966], [6.05767, 4.24248, 2.54373], [-2.49440, -0.91532, -6.93017], [-8.05467, -6.86689, 1.95387], [-2.92772, -0.92749, -3.09134], [-2.57563, 6.51614, -0.85933], [3.81361, 3.11261, -3.10088], [-1.35808, 4.20708, -2.95626], [2.33847, -3.04656, 2.58230], [-3.72562, 0.66225, 1.45455], [6.47674, -3.53482, 6.40772], [4.98350, 0.10190, 1.20742], [-1.66677, 4.95435, 3.52021], [-4.38049, 4.84190, -0.13098], [3.02179, -4.21872, -2.88603], [-6.30627, -6.66612, -7.35423], [3.21809, -2.39703, 7.83779], [7.42345, 3.14164, -4.47960], [-6.74024, -1.40727, -7.36009], [1.05967, -8.44426, -3.43840], [5.85804, 5.77899, 0.02371], [5.84585, 4.20504, 5.83664], [6.12327, 1.14270, -3.29630], [1.12571, -2.91022, 2.38237], [2.13168, 8.77025, 2.30853], [1.44867, 4.22817, -4.80229], [0.13750, -5.66111, -2.59661], [4.84149, -3.99959, 4.22754], [0.06374, 0.82696, 8.57481], [-6.51536, -1.43547, 0.61933], [-2.34724, -0.81195, 0.80372], [5.73394, 5.29792, 5.98819], [-5.28991, -4.72723, 2.78239], [-2.80535, 1.94204, 6.69190], [0.87699, 4.40357, 5.19274], [-2.53424, -2.14021, -1.04649], [6.15566, 0.29182, 6.76076], [1.83441, 0.21773, 2.52749], [2.01759, -3.27678, 6.27272], [3.88507, -3.37645, -0.69184], [-2.02075, 0.46940, 9.65895], [3.69193, -2.63909, 0.05906], [2.08689, 3.44161, 7.46227], [-4.73856, -4.39555, -1.87865], [-1.76549, 6.37344, 3.15490], [-0.06145, -0.42093, -7.07690], [-4.60090, -1.19229, -1.45264], [-4.81386, 0.20773, -6.25708], [-3.30808, 2.56737, -0.13185], [1.99271, -8.31190, -3.09595], [-3.20621, -1.74374, -6.85681], [7.65721, 3.65365, 4.45729], [-8.35674, -1.68202, -3.27622], [4.88671, 3.70930, -1.82775], [-3.19826, 2.95690, -1.88791], [0.22897, -6.33438, -6.56050], [-4.33752, -6.59065, -5.84558], [2.12090, 2.56874, 1.37418], [0.52151, 4.88701, -1.43406], [4.64840, 2.84505, -2.43328], [5.16206, 4.93512, 0.06902], [-5.83381, -7.59619, -7.72914], [-1.34536, 2.94565, 2.98600], [0.26629, 1.06510, 7.52732], [-2.46201, -5.10718, -1.70835], [4.50861, -0.99996, 8.88012], [7.21721, 3.43602, 0.58532], [2.93292, 0.98617, 6.46007], [5.21226, 5.94174, -5.66385], [1.57600, 3.14388, -4.92877], [4.41676, -4.11559, 3.24040], [6.43096, -1.85697, 4.14348], [-1.06285, -1.53844, 5.14066]], "lowdin_charge": [0.070, 0.076, 0.124, 0.076, 0.082, 0.091, 0.098, 0.054, 0.094, 0.077, 0.048, 0.087, 0.075, 0.068, 0.057, 0.084, 0.122, 0.069, -0.082, -0.210, 0.066, 0.075, 0.068, -0.166, -0.025, 0.067, 0.034, 0.058, -0.607, 0.163, 0.119, 0.071, 0.110, 0.099, 0.077, 0.138, 0.058, 0.098, 0.096, -0.162, -0.377, -0.211, -0.020, -0.170, -0.041, -0.336, 0.084, 0.137, 0.055, 0.069, 0.104, 0.051, -0.011, 0.136, -0.594, -0.280, 0.120, -0.155, 0.103, 0.158, 0.098, 0.002, 0.083, -0.402, -0.326, 0.086, -0.005, 0.050, 0.070, -0.007, 0.110, 0.081, 0.172, 0.191, -0.040, 0.163, 0.099, -0.360, 0.060, 0.081, 0.158, 0.048, 0.091, 0.087, 0.119, 0.057, 0.067, 0.083, -0.014, 0.090, 0.084, 0.082, -0.073, 0.112, 0.091, 0.088, -0.013, -0.061, 0.155, 0.061, -0.199, -0.002, 0.072, 0.076, 0.075, 0.199, -0.600, -0.344, 0.067, -0.147, 0.089, -0.014, 0.092, -0.603, 0.077, 0.078, 0.015, 0.072, -0.051, -0.372, 0.076, 0.078, 0.000, 0.213, -0.149, 0.033, 0.064, 0.078, 0.130, -0.620, -0.004, 0.120, 0.041, -0.056, 0.068, 0.133, 0.081, 0.055, 0.082, 0.076, 0.003, 0.086, -0.181, 0.124, 0.096, 0.013, 0.084, 0.069, 0.109, -0.024, 0.050, -0.587, 0.092, 0.093, 0.135, 0.165, 0.100, -0.573, 0.197, 0.097, -0.329, 0.006, 0.082, -0.393, 0.086, 0.002, -0.631, -0.600, -0.153, 0.067, -0.279, -0.046, 0.173, 0.064, -0.002, 0.102, 0.067, 0.037, -0.589, 0.051, 0.068, 0.084, 0.091, 0.074, 0.072, -0.191, 0.074, -0.330, 0.071, 0.104, 0.014, 0.094, 0.133, 0.070, 0.191, 0.009, -0.734, 0.094, 0.525, 0.067, 0.081, 0.094, 0.062, 0.062, 0.057, 0.114, 0.016, 0.094, 0.035, -0.155, -0.047, 0.012, 0.088, 0.071, 0.066, 0.107, 0.097, -0.008, 0.072, 0.083, -0.188, 0.110, -0.021, 0.073, 0.101, 0.109, 0.086, 0.089, -0.665, -0.618, 0.139, 0.094, -0.017, 0.110, 0.078, 0.000, 0.127, 0.107, 0.196, -0.099, -0.179, 0.166, 0.086, 0.056, 0.068, 0.129, 0.085, 0.106, 0.085, 0.061, -0.312, -0.026, 0.020, -0.603, -0.156, 0.081, -0.022, -0.340, -0.628, 0.091, 0.007, 0.158, -0.089, -0.099, -0.337, -0.037, 0.089, -0.026, 0.067, 0.075, -0.024, -0.038, 0.104, 0.106, 0.074, -0.002, 0.080, 0.109, 0.084, 0.128, 0.055, -0.052, 0.070, 0.034, -0.044, 0.010, -0.010, 0.028, 0.070, -0.030, 0.056, 0.090, -0.047, -0.349, -0.175, 0.062, 0.071, 0.097, -0.057, -0.078, -0.055, -0.021, 0.078, 0.130, 0.074, 0.058, 0.065, 0.120, 0.076, -0.024, 0.123, 0.091, 0.001, -0.051, 0.068], "homo_energy_ev": -8.31, "lumo_ev": -0.695, "largest_force_ev_per_a": 5.0, "spin_multiplicity": 1}